Entry 1:
C5H11N3O3S as an isolated structure. Source: OMol25; level of theory: wB97M-V/def2-TZVPD.

Computed properties:
**Max |F|**: 3.492 eV/A
**Highest occupied orbital energy (alpha / beta)**: -8.78 / -8.78 eV
**HOMO-LUMO gap (alpha / beta)**: 7.572 / 7.573 eV

Geometry as ORCA input:
```
! RIJCOSX wB97M-V def2-TZVPD def2/J DEFGRID3
* xyz 0 1
C 0.5241 -1.0886 0.3181
C -0.2266 -0.1377 -0.7540
C -1.3028 -0.9339 -1.4806
C 0.8817 0.1956 -1.7546
C -1.9158 1.0619 0.5719
N 1.6708 -0.5948 0.8268
N -0.5976 1.0712 0.0193
N 2.1534 -1.1175 1.9545
O 0.1461 -2.2210 0.6288
O 1.2952 2.6651 0.6116
O 0.0560 1.5345 2.3868
S 0.6082 1.5091 1.0807
H -0.9764 -1.3248 -2.4450
H -2.0116 -0.1828 -1.7200
H -1.7094 -1.7351 -0.8798
H 1.3788 1.1238 -1.4532
H 0.4980 0.4765 -2.7668
H 1.7073 -0.5211 -1.6577
H -2.2619 0.2577 1.2726
H -2.0400 2.0132 1.1210
H -2.5085 1.1583 -0.3472
H 1.5004 -1.7856 2.4944
H 3.1306 -1.4239 1.9723
*
```

=====

Entry 2:
One molecule with the formula C5H11N3OS2. Source: OMol25; level of theory: wB97M-V/def2-TZVPD.

Computed properties:
**Expectation value of S²**: 2.0173
**Max |F|**: 5.044 eV/A
**Highest occupied orbital energy (alpha / beta)**: -5.07 / -8.33 eV
**HOMO-LUMO gap (alpha / beta)**: 5.593 / 7.407 eV

Geometry as ORCA input:
```
! RIJCOSX wB97M-V def2-TZVPD def2/J DEFGRID3
* xyz 0 3
C -1.1362 1.0891 0.5440
C -0.1439 0.2441 -0.2091
C -1.7876 -1.1586 -1.1854
C 1.0852 0.1857 0.6115
C 1.8043 1.5609 0.4140
N -0.8354 -1.1762 -0.2429
N -2.2915 1.1689 0.0711
N -2.6978 -2.1523 -1.3372
O 2.5655 1.6153 -0.7403
S -3.7298 1.7462 0.2355
S -1.2210 -1.7230 1.3069
H -1.0175 1.4856 1.5434
H -0.1145 0.5659 -1.2503
H -1.6988 -0.4488 -2.0003
H 1.7695 -0.5107 0.2511
H 0.7612 -0.0120 1.6113
H 1.1430 2.3484 0.5400
H 2.4926 1.6041 1.3465
H -3.0122 -2.6853 -0.5713
H -3.4906 -1.9020 -2.0225
H 2.1909 0.8700 -1.2751
H -0.5100 -2.7209 1.2039
*
```

=====

Entry 3:
An isolated ion of composition C5H11N4O and charge +1. Source: OMol25; level of theory: wB97M-V/def2-TZVPD.

Computed properties:
**Max |F|**: 5.007 eV/A
**SMILES string**: NC/N=C\[C@@H]1NC[NH+]=C1O
**Highest occupied orbital energy**: -12.83 eV
**HOMO-LUMO gap**: 9.354 eV

Geometry as ORCA input:
```
! RIJCOSX wB97M-V def2-TZVPD def2/J DEFGRID3
* xyz 1 1
N -1.1824 1.1411 -0.7731
C -2.1442 0.0733 -0.6948
N -2.1432 -0.5083 0.6687
C -1.1832 -0.8085 1.3210
C 0.3188 -0.6875 1.0096
N 1.0156 0.4963 1.4130
C 2.0732 0.8049 0.4331
N 1.6933 0.0006 -0.7155
C 0.8151 -0.8862 -0.4270
O 0.3025 -1.7586 -1.1606
H -0.9545 1.5099 -1.6491
H -1.4939 2.0122 -0.3384
H -1.9987 -0.6379 -1.4302
H -3.1588 0.4740 -0.7779
H -1.3027 -1.0157 2.4240
H 0.6112 -1.6848 1.5154
H 0.3394 1.2519 1.6575
H 2.1791 1.8182 0.1511
H 2.9656 0.3183 0.7450
H 2.4336 -0.0660 -1.3770
H 0.8143 -1.8471 -1.9946
*
```

=====

Entry 4:
An isolated ion of composition C5H11N4O and charge +1. Source: OMol25; level of theory: wB97M-V/def2-TZVPD.

Computed properties:
**Max |F|**: 7.377 eV/A
**SMILES string**: O[C@]12NCN[C@H]1C=NC[NH2+]2
**Highest occupied orbital energy**: -14.07 eV
**HOMO-LUMO gap**: 10.991 eV

Geometry as ORCA input:
```
! RIJCOSX wB97M-V def2-TZVPD def2/J DEFGRID3
* xyz 1 1
O -0.3015 1.7247 -1.1277
C 0.2527 0.7103 -0.4732
N 1.6170 0.7587 -0.1634
C 2.1040 -0.4754 0.1973
N 0.9159 -1.2966 0.2516
C 0.1085 -0.7974 -0.8264
C -1.3942 -1.1925 -0.8369
N -2.3544 -0.6544 -0.2318
C -2.0506 0.4032 0.6701
N -0.6728 0.7969 0.9872
H 0.4784 2.2851 -1.4040
H 1.8407 1.5441 0.3708
H 2.5444 -0.4869 1.2410
H 2.8237 -0.8576 -0.5800
H 0.9453 -2.2517 0.2020
H 0.3860 -0.9793 -1.8326
H -1.6387 -2.0076 -1.5008
H -2.7695 1.2679 0.5856
H -2.2606 0.0194 1.7042
H -0.5203 1.5916 1.5169
H -0.0540 -0.1027 1.2503
*
```